Below is C36H45CaN2O8P3S3Sb as an isolated structure, with properties calculated with ωB97M-V/def2-TZVPD.

Energy relative to the best compared isomer or geometry (same formula, charge and spin) = 0.0000 eV
E_HOMO (alpha / beta) = -0.04312 / -0.05951 hartree

Structure (ORCA input):
```
! RIJCOSX wB97M-V def2-TZVPD def2/J DEFGRID3
* xyz -2 2
Ca -0.56 -1.35 0.52
N -2.73 -0.69 3.55
C -2.89 -2.19 3.39
C -3.84 -2.71 4.46
P -1.12 -2.73 3.72
O -1.07 -4.30 3.40
O -0.96 -2.45 5.16
O -0.33 -1.97 2.70
P -3.58 -2.45 1.70
O -5.01 -1.69 1.99
O -3.78 -3.88 1.42
O -2.79 -1.55 0.80
H -2.15 -0.51 4.38
H -3.64 -0.23 3.65
H -2.26 -0.28 2.73
H -3.37 -2.64 5.45
H -4.05 -3.76 4.25
H -4.78 -2.17 4.45
H -0.79 -4.44 2.48
H -5.64 -1.84 1.27
C 4.15 -6.50 0.28
C 2.91 -5.98 0.97
O 2.96 -4.55 1.08
P 2.07 -3.64 0.10
S 2.39 -1.75 0.52
S 0.16 -4.23 0.08
O 2.74 -4.06 -1.31
C 2.20 -3.47 -2.50
C 3.03 -3.94 -3.67
H 4.11 -7.59 0.21
H 5.05 -6.22 0.84
H 4.23 -6.08 -0.73
H 2.84 -6.36 1.99
H 2.00 -6.28 0.44
H 2.21 -2.38 -2.40
H 1.15 -3.77 -2.60
H 4.07 -3.63 -3.55
H 2.64 -3.51 -4.60
H 2.99 -5.03 -3.75
S -0.52 -0.93 -2.29
Sb -0.70 1.40 -2.25
C 1.50 1.97 -2.03
C 2.45 0.99 -1.78
C 3.76 1.34 -1.47
C 4.13 2.68 -1.41
C 3.18 3.66 -1.66
C 1.87 3.31 -1.95
C -2.97 1.62 -2.19
C -3.54 2.84 -1.85
C -4.92 2.97 -1.72
C -5.74 1.87 -1.92
C -5.18 0.64 -2.24
C -3.80 0.52 -2.37
C -0.64 1.94 -4.35
C -1.72 2.52 -5.02
C -1.64 2.85 -6.36
C -0.48 2.60 -7.08
C 0.60 2.01 -6.44
C 0.52 1.69 -5.09
H 2.15 -0.05 -1.80
H 4.48 0.56 -1.25
H 5.15 2.95 -1.16
H 3.46 4.71 -1.60
H 1.13 4.09 -2.10
H -2.90 3.70 -1.65
H -5.35 3.93 -1.45
H -6.82 1.96 -1.82
H -5.81 -0.23 -2.38
H -3.35 -0.45 -2.58
H -2.64 2.71 -4.48
H -2.50 3.31 -6.85
H -0.42 2.85 -8.13
H 1.51 1.80 -6.98
H 1.37 1.23 -4.60
C -1.06 3.78 1.44
C -2.23 2.96 1.59
C -2.07 1.63 1.25
N -0.90 1.01 1.08
C 0.28 1.74 1.54
C 0.16 3.22 1.30
H -1.17 4.86 1.33
H -3.22 3.40 1.62
H -2.95 1.03 1.00
H 1.15 1.35 1.00
H 1.03 3.80 1.04
C 0.53 1.43 3.05
C 1.83 1.99 3.52
C 1.91 3.19 4.22
C 3.13 3.73 4.59
C 4.31 3.08 4.26
C 4.25 1.88 3.55
C 3.02 1.34 3.19
H -0.31 1.85 3.61
H 0.53 0.34 3.18
H 0.99 3.72 4.46
H 3.17 4.67 5.14
H 5.27 3.49 4.54
H 5.16 1.36 3.28
H 2.98 0.41 2.64
*
```

These are the Mulliken partial charges, in e, on atoms 1 to 4: 1.594 -0.060 1.028 -1.850

Below is C17H13O4PSn as an isolated structure, with properties calculated with ωB97M-V/def2-TZVPD.

E_HOMO = -0.57340 hartree

Structure (ORCA input):
```
! RIJCOSX wB97M-V def2-TZVPD def2/J DEFGRID3
* xyz 2 1
Sn 0.70 1.01 -1.93
O 2.71 -1.96 -4.20
C 2.16 -1.16 -3.57
C -1.10 1.12 -1.97
O -2.25 1.19 -2.00
C 1.66 2.17 -0.92
O 2.26 2.90 -0.27
C 0.80 2.17 -3.33
O 0.86 2.90 -4.21
C 1.02 -0.10 2.22
P 0.68 0.27 0.45
C 0.78 -1.48 0.01
C 2.02 -2.14 0.10
C 2.13 -3.50 -0.19
C 1.00 -4.22 -0.58
C -0.24 -3.57 -0.70
C -0.35 -2.20 -0.41
C -0.77 1.26 0.95
C -2.04 0.67 1.12
C -3.14 1.44 1.50
C -2.99 2.81 1.74
C -1.74 3.40 1.61
C -0.64 2.64 1.22
H 1.98 -0.64 2.34
H 0.20 -0.70 2.66
H 1.12 0.85 2.78
H 2.90 -1.60 0.41
H 3.08 -3.99 -0.10
H 1.08 -5.27 -0.80
H -1.11 -4.13 -1.00
H -1.31 -1.73 -0.50
H -2.19 -0.38 0.95
H -4.11 0.98 1.62
H -3.84 3.41 2.05
H -1.62 4.46 1.80
H 0.31 3.13 1.14
*
```

These are the Mulliken partial charges, in e, on atoms 1 to 4: 1.780 -0.128 0.106 0.340

Below is C3HFHoO2 as an isolated structure, with properties calculated with ωB97M-V/def2-TZVPD.

Energy relative to the best compared isomer or geometry (same formula, charge and spin) = 0.0000 eV
E_HOMO (alpha / beta) = -0.49421 / -0.49428 hartree

Structure (ORCA input):
```
! RIJCOSX wB97M-V def2-TZVPD def2/J DEFGRID3
* xyz 1 5
F -1.19 2.08 1.10
O -0.37 -1.71 0.34
O 1.68 -1.45 -0.59
C -1.56 -1.21 0.09
C -2.52 -0.89 -0.58
C 0.83 -0.92 0.06
H -3.45 -0.41 -0.82
Ho 0.52 1.48 -0.02
*
```

These are the Mulliken partial charges, in e, on atoms 1 to 4: -0.564 -0.327 -0.430 -0.085

Below is C38H29AsPRhS3 as an isolated structure, with properties calculated with ωB97M-V/def2-TZVPD.

Energy relative to the best compared isomer or geometry (same formula, charge and spin) = 0.0000 eV
E_HOMO (alpha / beta) = -0.25324 / -0.27487 hartree

Structure (ORCA input):
```
! RIJCOSX wB97M-V def2-TZVPD def2/J DEFGRID3
* xyz 0 5
Rh 0.81 0.47 -0.73
S 3.04 -0.29 -1.30
C 3.95 -0.33 0.20
C 5.34 -0.22 0.15
C 6.08 -0.18 1.32
C 5.45 -0.28 2.55
C 4.07 -0.43 2.62
C 3.32 -0.45 1.45
As 1.41 -0.64 1.42
C 0.85 -0.25 3.21
C 0.80 -1.25 4.18
C 0.41 -0.92 5.48
C 0.09 0.39 5.80
C 0.14 1.38 4.83
C 0.51 1.06 3.53
C 1.12 -2.54 1.29
C -0.20 -2.97 1.28
C -0.48 -4.32 1.19
C 0.56 -5.24 1.10
C 1.88 -4.80 1.10
C 2.16 -3.45 1.20
H 5.84 -0.14 -0.81
H 7.16 -0.06 1.27
H 6.03 -0.26 3.47
H 3.58 -0.52 3.58
H 1.04 -2.27 3.93
H 0.37 -1.70 6.23
H -0.21 0.64 6.81
H -0.13 2.40 5.08
H 0.53 1.83 2.77
H -1.02 -2.25 1.33
H -1.51 -4.66 1.18
H 0.34 -6.30 1.02
H 2.69 -5.52 1.02
H 3.19 -3.11 1.20
C 1.00 2.45 -1.10
C 1.11 3.64 -1.27
C 1.28 5.06 -1.50
C 1.39 5.55 -2.80
C 1.56 6.90 -3.03
C 1.62 7.79 -1.97
C 1.51 7.32 -0.67
C 1.34 5.96 -0.43
H 1.34 4.85 -3.62
H 1.64 7.27 -4.05
H 1.76 8.85 -2.15
H 1.55 8.00 0.17
H 1.24 5.59 0.58
S -1.87 0.51 0.01
P -1.98 -0.65 -1.58
S -0.14 -1.11 -2.32
C -2.98 0.12 -2.88
C -2.71 -0.06 -4.23
C -3.54 0.51 -5.19
C -4.65 1.26 -4.80
C -4.92 1.44 -3.45
C -4.09 0.88 -2.49
C -2.84 -2.22 -1.23
C -2.50 -3.39 -1.90
C -3.21 -4.56 -1.65
C -4.24 -4.58 -0.73
C -4.57 -3.41 -0.05
C -3.88 -2.24 -0.30
H -1.84 -0.63 -4.54
H -3.33 0.38 -6.24
H -5.29 1.70 -5.54
H -5.77 2.03 -3.14
H -4.28 1.04 -1.44
H -1.69 -3.39 -2.61
H -2.94 -5.47 -2.18
H -4.78 -5.49 -0.53
H -5.38 -3.42 0.68
H -4.13 -1.33 0.25
*
```

These are the Mulliken partial charges, in e, on atoms 1 to 4: 0.186 -0.280 0.616 -0.573

Below is C3H12BrN6O3Y as an isolated structure, with properties calculated with ωB97M-V/def2-TZVPD.

E_HOMO = -0.49242 hartree

Structure (ORCA input):
```
! RIJCOSX wB97M-V def2-TZVPD def2/J DEFGRID3
* xyz 2 1
Y 2.04 -2.28 2.11
Br 0.88 -1.66 -0.44
C 1.92 2.68 -2.71
O 0.92 3.33 -2.94
N 3.18 3.09 -3.13
N 1.93 1.47 -2.06
H 3.22 3.87 -3.76
H 3.88 2.40 -3.30
H 2.74 0.88 -2.10
H 1.11 1.04 -1.70
C -1.16 -3.99 2.18
O -0.11 -3.28 2.39
N -1.90 -4.40 3.22
N -1.61 -4.23 0.95
H -1.67 -4.02 4.13
H -2.81 -4.76 3.00
H -2.50 -4.66 0.77
H -1.05 -3.90 0.18
C -0.66 2.34 0.61
O 0.37 2.24 1.26
N -1.00 1.34 -0.28
N -1.59 3.32 0.77
H -0.39 0.54 -0.26
H -1.92 1.31 -0.66
H -1.44 3.90 1.58
H -2.39 3.43 0.19
*
```

These are the Mulliken partial charges, in e, on atoms 1 to 4: 1.908 -0.332 0.509 -0.583

Below is a 2-piece molecular cluster, C6H10N2O2 overall, with properties calculated with ωB97M-V/def2-TZVPD.

Energy relative to the best compared isomer or geometry (same formula, charge and spin) = 3.0124 eV
E_HOMO = -0.29634 hartree
SMILES string = Oc1cc[nH]n1.C=C(C)O

Structure (ORCA input):
```
! RIJCOSX wB97M-V def2-TZVPD def2/J DEFGRID3
* xyz 0 1
O -1.90 1.87 -0.39
C -1.79 0.58 -0.09
C -2.57 -0.09 0.87
C -2.28 -1.40 0.66
N -1.30 -1.45 -0.27
N -1.00 -0.20 -0.79
H -1.22 2.02 -1.18
H -3.20 0.24 1.75
H -2.70 -2.29 1.06
H -0.75 -2.24 -0.56
C 1.47 1.51 0.18
C 1.72 0.14 0.10
C 2.40 -0.41 -1.06
O 1.50 -0.71 1.12
H 1.70 2.22 -0.58
H 0.97 1.87 0.96
H 1.75 -0.64 -1.91
H 2.85 -1.25 -0.65
H 3.12 0.43 -1.22
H 1.25 -0.21 1.99
*
```

These are the Mulliken partial charges, in e, on atoms 1 to 4: -0.533 0.637 -0.694 -0.260